# C4H13NO2

A 3-piece molecular cluster, C4H13NO2 overall at a distorted geometry (wB97M-V/def2-TZVPD, the OMol25 dataset).

The geometry in XYZ format:
```
20
Properties=species:S:1:pos:R:3
N -0.954 -0.517 2.041
C -1.398 -0.692 0.580
C 0.282 2.461 -0.982
C -0.116 1.392 -0.028
C -0.974 0.451 -0.290
H -1.367 0.360 2.438
H -1.253 -1.302 2.674
H -2.483 -0.790 0.466
H -0.784 -1.571 0.223
H -0.732 2.880 -1.464
H 0.827 3.360 -0.554
H 0.916 1.999 -1.843
H 0.232 1.524 0.999
H -1.519 0.440 -1.310
H 0.753 -1.984 -2.727
H 1.208 -1.397 -1.567
O 0.468 -1.979 -1.816
H 2.035 -0.940 1.444
H 2.208 -2.302 0.896
O 2.650 -1.395 0.819
```

The value obtained for the HOMO energy is -9.105 eV. The value obtained for the relative energy (zero: lowest compared OMol25 entry of this formula, charge and spin) is 172.7 kJ/mol. The calculation puts the LUMO energy at 0.028 hartree. Its structure (SMILES) is C/C=C/CN.O.O. The calculation puts the HOMO-LUMO gap at 9.8758 eV.

***

# C4H13NO2

A 2-piece molecular cluster, C4H13NO2 overall at a distorted geometry (wB97M-V/def2-TZVPD, the OMol25 dataset).

The geometry in XYZ format:
```
20
Properties=species:S:1:pos:R:3
C -0.674 0.407 -0.165
N 0.691 -0.129 -0.427
C 1.733 0.660 0.233
O 2.945 0.242 -0.386
C -1.118 0.496 1.313
C -2.595 0.731 1.449
H -1.327 -0.326 -0.620
H -0.662 1.401 -0.615
H 0.844 -1.071 -0.092
H 1.685 1.749 0.038
H 1.924 0.403 1.289
H 2.868 -0.126 -1.264
H -0.902 -0.360 1.979
H -0.647 1.333 1.850
H -3.292 -0.106 1.329
H -2.940 1.574 0.854
H -2.796 0.942 2.516
H 1.075 -3.220 -3.402
H 1.477 -2.099 -2.511
O 1.712 -2.501 -3.367
```

The value obtained for the HOMO energy is -9.431 eV. The value obtained for the relative energy (zero: lowest compared OMol25 entry of this formula, charge and spin) is 117.4 kJ/mol. The calculation puts the LUMO energy at 0.027 hartree. Its structure (SMILES) is CCCNCO.O. The calculation puts the HOMO-LUMO gap at 10.1775 eV.

***

# C4H13NO2

A 3-piece molecular cluster, C4H13NO2 overall at a distorted geometry (wB97M-V/def2-TZVPD, the OMol25 dataset).

The geometry in XYZ format:
```
20
Properties=species:S:1:pos:R:3
C -0.024 2.640 -0.824
C -0.296 1.163 -0.326
C -1.621 0.996 0.419
C -1.665 0.173 1.540
N 1.244 2.773 -1.530
H -0.841 2.968 -1.512
H -0.200 3.398 0.081
H -0.291 0.519 -1.214
H 0.623 0.881 0.239
H -2.291 1.820 0.303
H -0.684 -0.273 1.806
H -2.630 0.047 1.948
H 1.797 2.271 -0.811
H 1.013 2.365 -2.346
H -1.836 -4.138 -0.517
H -0.301 -3.862 -0.719
O -1.188 -3.390 -0.475
H 2.286 -2.804 2.033
H 2.677 -3.695 0.930
O 2.888 -2.702 1.181
```

The value obtained for the HOMO energy is -8.980 eV. The value obtained for the relative energy (zero: lowest compared OMol25 entry of this formula, charge and spin) is 302.8 kJ/mol. The calculation puts the LUMO energy at 0.010 hartree. Its structure (SMILES) is C=CCCN.O.O. The calculation puts the HOMO-LUMO gap at 9.2636 eV.

***

# C4H13NO2

A 3-piece molecular cluster, C4H13NO2 overall at a distorted geometry (wB97M-V/def2-TZVPD, the OMol25 dataset).

The geometry in XYZ format:
```
20
Properties=species:S:1:pos:R:3
C 0.705 0.176 1.317
C -0.479 -0.574 0.595
C -1.611 0.158 0.391
N -1.939 1.205 1.258
C -0.461 -2.090 0.747
H 0.225 0.299 2.400
H 0.933 1.204 0.972
H 1.689 -0.489 1.406
H -2.505 -0.188 -0.139
H -2.885 1.150 1.467
H -1.307 1.207 1.991
H 0.524 -2.471 0.520
H -1.174 -2.626 0.100
H -0.738 -2.388 1.830
H 0.806 -0.136 -2.822
H 2.085 -0.550 -3.418
O 1.385 -0.876 -2.834
H 1.110 2.954 -1.949
H 2.247 1.962 -1.759
O 1.389 2.073 -2.073
```

The value obtained for the HOMO energy is -7.257 eV. The value obtained for the relative energy (zero: lowest compared OMol25 entry of this formula, charge and spin) is 230.8 kJ/mol. The calculation puts the LUMO energy at 0.025 hartree. Its structure (SMILES) is CC(C)=CN.O.O. The calculation puts the HOMO-LUMO gap at 7.9290 eV.

***

# C4H13NO2

A 2-piece molecular cluster, C4H13NO2 overall at a distorted geometry (wB97M-V/def2-TZVPD, the OMol25 dataset).

The geometry in XYZ format:
```
20
Properties=species:S:1:pos:R:3
C -0.217 -1.714 1.116
N 0.225 -0.663 0.229
C 1.275 -1.079 -0.685
C 0.461 0.548 0.956
C 0.049 1.772 0.153
O 0.736 2.904 0.655
H -0.303 -2.679 0.624
H 0.400 -1.814 2.020
H -1.256 -1.546 1.438
H 2.271 -1.012 -0.251
H 1.209 -0.481 -1.596
H 1.060 -2.093 -0.996
H 1.533 0.663 1.164
H 0.007 0.574 1.936
H -1.043 1.889 0.258
H 0.249 1.626 -0.913
H 0.512 3.667 0.112
H -2.264 -0.832 -1.374
H -2.321 -1.405 -2.825
O -2.181 -1.631 -1.900
```

The value obtained for the HOMO energy is -8.378 eV. The value obtained for the relative energy (zero: lowest compared OMol25 entry of this formula, charge and spin) is 118.9 kJ/mol. The calculation puts the LUMO energy at 0.028 hartree. Its structure (SMILES) is CN(C)CCO.O. The calculation puts the HOMO-LUMO gap at 9.1298 eV.

***

# C4H13NO2

A 3-piece molecular cluster, C4H13NO2 overall at a distorted geometry (wB97M-V/def2-TZVPD, the OMol25 dataset).

The geometry in XYZ format:
```
20
Properties=species:S:1:pos:R:3
N 2.116 0.733 -0.411
C 1.461 -0.534 -0.170
C 0.027 -0.296 -0.498
C -0.109 1.226 -0.197
C 1.174 1.763 -0.812
H 2.997 0.876 0.153
H 1.582 -0.718 0.903
H 2.027 -1.338 -0.888
H -0.617 -1.153 -0.181
H -0.080 -0.475 -1.617
H -0.107 1.404 0.925
H -0.861 1.866 -0.611
H 1.570 2.726 -0.445
H 1.407 1.595 -1.842
H 0.649 -3.258 2.020
H -0.772 -3.568 1.898
O -0.184 -2.982 2.382
H -4.352 0.113 0.347
H -4.241 1.224 -0.878
O -3.687 0.795 -0.081
```

The value obtained for the HOMO energy is -7.480 eV. The value obtained for the relative energy (zero: lowest compared OMol25 entry of this formula, charge and spin) is 251.4 kJ/mol. The calculation puts the LUMO energy at 0.024 hartree. Its structure (SMILES) is C1CCNC1.O.O. The calculation puts the HOMO-LUMO gap at 8.1379 eV.

***

# C4H13NO2

A 3-piece molecular cluster, C4H13NO2 overall at a distorted geometry (wB97M-V/def2-TZVPD, the OMol25 dataset).

The geometry in XYZ format:
```
20
Properties=species:S:1:pos:R:3
C 1.509 0.122 0.814
C 0.258 -0.737 0.765
C -1.108 -0.143 1.231
C -2.356 -1.916 0.167
N -2.233 -1.046 1.162
H 2.246 -0.343 0.026
H 2.202 0.156 1.754
H 1.351 1.196 0.414
H 0.087 -1.084 -0.233
H 0.267 -1.744 1.240
H -1.103 0.110 2.288
H -1.131 0.916 0.822
H -1.777 -1.997 -0.749
H -2.935 -2.835 0.402
H -2.506 3.468 -0.059
H -1.682 3.803 -1.359
O -1.724 3.905 -0.306
H 3.736 -0.856 -3.525
H 3.693 -0.565 -2.017
O 3.207 -0.412 -2.837
```

The value obtained for the HOMO energy is -9.367 eV. The value obtained for the relative energy (zero: lowest compared OMol25 entry of this formula, charge and spin) is 260.7 kJ/mol. The calculation puts the LUMO energy at 0.027 hartree. Its structure (SMILES) is C=NCCC.O.O. The calculation puts the HOMO-LUMO gap at 10.1048 eV.

***

# C4H13NO2

A 3-piece molecular cluster, C4H13NO2 overall at a distorted geometry (wB97M-V/def2-TZVPD, the OMol25 dataset).

The geometry in XYZ format:
```
20
Properties=species:S:1:pos:R:3
N -0.532 -0.125 -0.887
C -1.488 0.376 0.122
C -1.223 1.936 0.275
C 0.087 2.180 -0.416
C 0.122 1.167 -1.519
H -0.959 -0.559 -1.737
H -1.248 -0.089 1.110
H -2.513 0.160 -0.072
H -1.140 2.372 1.242
H -2.075 2.429 -0.154
H 0.890 1.989 0.263
H 0.049 3.195 -0.905
H 1.188 1.031 -1.842
H -0.440 1.416 -2.368
H 0.912 -0.997 -0.062
H 2.184 -1.115 -0.627
O 1.851 -1.278 0.238
H 1.078 -2.593 1.456
H -0.115 -3.416 1.434
O 0.764 -3.335 1.975
```

The value obtained for the HOMO energy is -9.823 eV. The value obtained for the relative energy (zero: lowest compared OMol25 entry of this formula, charge and spin) is 111.0 kJ/mol. The calculation puts the LUMO energy at 0.023 hartree. Its structure (SMILES) is C1CCNC1.O.O. The calculation puts the HOMO-LUMO gap at 10.4485 eV.

***

# C4H13NO2

A 2-piece molecular cluster, C4H13NO2 overall at a distorted geometry (wB97M-V/def2-TZVPD, the OMol25 dataset).

The geometry in XYZ format:
```
20
Properties=species:S:1:pos:R:3
C -1.575 0.484 -0.831
O -0.706 -0.280 -0.106
C -1.248 0.314 -2.314
N -0.053 1.124 -2.605
H -1.644 1.569 -0.630
H -2.598 0.102 -0.719
H -0.412 -0.900 1.493
H -0.978 -0.721 -2.524
H -2.096 0.557 -2.966
H -0.160 0.551 -0.345
H -0.303 2.088 -2.786
H 0.396 0.807 -3.454
C 1.134 -0.137 2.269
O 0.041 -1.044 2.348
C 2.202 -0.562 1.277
H 1.537 -0.088 3.281
H 0.771 0.867 2.005
H 2.987 0.179 1.099
H 1.797 -0.854 0.310
H 2.735 -1.431 1.680
```

The value obtained for the HOMO energy is -9.575 eV. The value obtained for the relative energy (zero: lowest compared OMol25 entry of this formula, charge and spin) is 198.3 kJ/mol. The calculation puts the LUMO energy at 0.029 hartree. Its structure (SMILES) is NCCO.CCO. The calculation puts the HOMO-LUMO gap at 10.3669 eV.

***

# C4H13NO2

A 2-piece molecular cluster, C4H13NO2 overall at a distorted geometry (wB97M-V/def2-TZVPD, the OMol25 dataset).

The geometry in XYZ format:
```
20
Properties=species:S:1:pos:R:3
C 2.460 0.182 2.045
C 1.494 0.001 0.869
C 1.661 1.106 -0.189
C 0.349 1.311 -0.958
O -0.532 2.038 -0.093
N 1.508 -1.346 0.313
H 2.266 1.187 2.436
H 3.527 0.029 1.840
H 2.272 -0.450 2.918
H 0.519 0.187 1.356
H 2.139 1.976 0.248
H 2.383 0.658 -0.888
H 0.450 1.750 -1.956
H -0.215 0.397 -1.163
H -0.203 2.925 0.009
H 1.661 -1.926 1.123
H 1.906 -1.646 -0.560
H -5.657 -1.959 -2.059
H -5.468 -3.521 -1.905
O -5.974 -2.776 -1.619
```

The value obtained for the HOMO energy is -8.761 eV. The value obtained for the relative energy (zero: lowest compared OMol25 entry of this formula, charge and spin) is 113.9 kJ/mol. The calculation puts the LUMO energy at 0.034 hartree. Its structure (SMILES) is C[C@H](N)CCO.O. The calculation puts the HOMO-LUMO gap at 9.6978 eV.

***

# C4H13NO3

A 3-piece molecular cluster, C4H13NO3 overall at a distorted geometry (wB97M-V/def2-TZVPD, the OMol25 dataset).

The geometry in XYZ format:
```
21
Properties=species:S:1:pos:R:3
N -0.045 0.934 1.762
C -0.957 0.131 1.159
C -0.859 -0.106 -0.340
C -0.478 1.172 -1.139
C 0.243 -1.157 -0.657
O -1.752 -0.504 1.841
H 0.860 1.244 1.449
H -0.335 1.507 2.539
H -1.857 -0.380 -0.680
H 0.592 1.191 -1.377
H -1.005 1.169 -2.087
H -0.623 2.098 -0.596
H 0.441 -1.155 -1.723
H -0.204 -2.150 -0.518
H 1.023 -1.127 0.100
H 6.201 -0.237 -0.344
H 5.365 -0.859 -1.475
O 5.320 -0.581 -0.563
H -4.655 -0.666 1.177
H -3.184 -0.408 0.855
O -4.090 -0.115 0.617
```

The value obtained for the HOMO energy is -10.090 eV. The value obtained for the relative energy (zero: lowest compared OMol25 entry of this formula, charge and spin) is 100.4 kJ/mol. The calculation puts the LUMO energy at 0.023 hartree. Its structure (SMILES) is CC(C)C(N)=O.O.O. The calculation puts the HOMO-LUMO gap at 10.7259 eV.

***

# C4H13NO3

A 3-piece molecular cluster, C4H13NO3 overall at a distorted geometry (wB97M-V/def2-TZVPD, the OMol25 dataset).

The geometry in XYZ format:
```
21
Properties=species:S:1:pos:R:3
C 2.027 -1.312 1.099
C 0.493 -1.196 0.928
N 0.095 0.219 0.766
C -1.224 0.683 1.148
C -1.133 2.187 0.847
O -1.169 2.581 -0.258
H 2.433 -1.031 0.059
H 2.357 -2.344 1.340
H 2.388 -0.604 1.840
H 0.032 -1.635 1.890
H 0.059 -1.843 0.190
H 0.221 0.566 -0.141
H -2.032 0.158 0.618
H -1.282 0.582 2.250
H -1.155 2.824 1.811
H 0.807 -1.704 -1.639
H -0.090 -1.745 -2.773
O 0.163 -1.262 -1.916
H -0.298 1.342 -2.912
H -1.454 1.901 -2.141
O -1.239 1.632 -3.005
```

The value obtained for the HOMO energy is -9.019 eV. The value obtained for the relative energy (zero: lowest compared OMol25 entry of this formula, charge and spin) is 300.1 kJ/mol. The calculation puts the LUMO energy at 0.022 hartree. Its structure (SMILES) is CCNCC=O.O.O. The calculation puts the HOMO-LUMO gap at 9.6218 eV.